1.
This record from the OMol25 dataset describes a structure of composition C26H42BrCoNOP2 in a non-equilibrium geometry. The level of theory is the ωB97M-V functional and the def2-TZVPD basis.

Atoms and positions in Å:
C  -0.41  5.00  -5.85
C  -0.59  3.69  -6.38
C  -0.78  3.55  -7.77
C  -0.86  4.71  -8.55
N  -0.73  5.93  -8.04
C  -0.52  6.09  -6.73
C  -0.70  2.55  -5.55
C  -0.99  2.16  -4.30
C  -1.25  2.24  -2.93
C  -0.19  2.27  -2.00
C  -0.44  1.97  -0.67
C  -1.73  1.59  -0.27
C  -2.82  1.75  -1.14
C  -2.59  2.12  -2.46
Co  -1.07  0.82  -5.46
P  2.20  -0.43  -1.61
H  -0.92  2.58  -8.24
H  -0.20  5.17  -4.79
H  -1.05  4.64  -9.63
H  -0.42  7.12  -6.35
H  -3.42  2.35  -3.12
H  0.83  2.50  -2.34
H  -3.83  1.56  -0.80
H  0.38  1.98  0.04
C  2.03  -2.03  -0.70
C  2.81  -3.25  -1.14
H  0.94  -2.22  -0.74
H  2.24  -1.79  0.35
H  2.64  -4.04  -0.39
H  2.46  -3.64  -2.10
H  3.89  -3.07  -1.19
C  2.93  -0.85  -3.25
C  3.23  0.43  -4.05
H  2.18  -1.46  -3.79
H  3.83  -1.46  -3.12
H  3.50  0.17  -5.08
H  2.35  1.09  -4.10
H  4.06  1.00  -3.62
C  3.67  0.32  -0.76
C  4.95  -0.50  -0.77
H  3.31  0.50  0.27
H  3.83  1.30  -1.23
H  5.77  0.13  -0.42
H  4.89  -1.36  -0.09
H  5.22  -0.87  -1.77
Br  -2.03  0.88  1.40
P  -2.27  -2.20  -4.63
C  -0.44  -2.56  -4.64
C  -0.17  -4.04  -4.38
H  0.07  -1.91  -3.91
H  -0.03  -2.30  -5.63
H  0.91  -4.25  -4.32
H  -0.64  -4.38  -3.45
H  -0.59  -4.64  -5.19
C  -2.56  -1.84  -2.85
C  -3.82  -2.53  -2.32
H  -2.63  -0.75  -2.71
H  -1.65  -2.18  -2.33
H  -3.89  -2.37  -1.23
H  -4.71  -2.11  -2.79
H  -3.79  -3.61  -2.51
C  -2.55  -0.53  -5.36
C  -3.16  -0.60  -6.75
H  -1.17  -0.68  -5.49
H  -3.14  0.06  -4.63
H  -3.05  0.38  -7.26
H  -2.65  -1.36  -7.37
H  -4.24  -0.85  -6.70
C  1.25  -0.11  2.89
O  1.14  -0.26  1.48
H  1.90  -0.91  3.27
H  0.28  -0.16  3.40
H  1.73  0.86  3.12
H  0.20  -0.03  1.25

The calculation puts the LUMO energy (spin up / spin down) at -7.0 / -9.2 eV. Its frontier orbital gap (spin up / spin down) is 6.79 / 4.56 eV. As for the multiplicity: 4. The total charge is +2. As for the relative energy (zero: lowest compared OMol25 entry of this formula, charge and spin): 13.0 kcal per mole.


2.
This record from the OMol25 dataset describes a structure of composition C28H20F6GaN3O8PS3. The level of theory is the ωB97M-V functional and the def2-TZVPD basis.

Atoms and positions in Å:
Ga  0.39  0.30  -1.35
O  2.57  0.64  -3.10
N  2.40  0.64  -1.75
C  3.39  0.88  -0.99
C  3.46  0.92  0.48
C  4.76  1.04  0.97
C  5.03  1.03  2.33
C  4.00  0.89  3.24
C  2.70  0.77  2.78
C  2.41  0.81  1.41
P  0.66  0.65  0.98
C  -0.34  1.99  1.62
C  0.11  2.96  2.50
C  -0.76  3.95  2.95
C  -2.08  3.96  2.51
C  -2.53  3.00  1.62
C  -1.66  2.02  1.16
C  0.06  -0.93  1.61
C  0.64  -2.11  0.87
C  0.58  -3.39  1.65
C  -0.42  -3.90  2.35
C  -2.03  -2.15  2.06
C  -1.11  -0.99  2.25
H  3.49  0.87  -3.31
H  4.35  1.07  -1.48
H  5.58  1.13  0.27
H  6.05  1.13  2.67
H  4.20  0.87  4.30
H  1.89  0.64  3.49
H  1.14  2.96  2.84
H  -0.41  4.70  3.64
H  -2.75  4.73  2.86
H  -3.55  3.02  1.26
H  -2.02  1.28  0.46
H  1.69  -1.92  0.65
H  1.47  -4.01  1.62
H  -0.33  -4.85  2.85
H  -3.02  -1.94  2.47
H  -1.54  -0.10  2.68
F  -3.02  0.19  -4.94
C  -2.45  1.35  -4.65
F  -1.33  1.49  -5.33
F  -3.28  2.34  -4.94
S  -2.10  1.40  -2.84
O  -0.91  0.50  -2.76
O  -3.27  0.98  -2.15
N  -1.71  2.88  -2.51
S  -0.19  3.32  -2.54
O  0.39  3.60  -3.81
O  0.60  2.44  -1.64
C  -0.29  4.91  -1.63
F  -1.13  5.72  -2.23
F  0.93  5.44  -1.63
F  -0.68  4.71  -0.38
O  -3.76  -1.82  -0.01
S  -2.37  -2.15  0.16
O  -1.68  -3.41  2.54
N  -1.29  -1.29  -0.54
C  -0.06  -2.12  -0.60
O  0.79  -1.52  -1.51
C  -0.54  -3.52  -0.92
C  0.13  -4.56  -1.52
C  -0.51  -5.79  -1.61
C  -1.80  -5.98  -1.12
C  -2.49  -4.93  -0.52
C  -1.82  -3.73  -0.44
H  1.13  -4.42  -1.91
H  0.00  -6.62  -2.09
H  -2.28  -6.95  -1.21
H  -3.49  -5.05  -0.14

The calculation puts the LUMO energy at -3.7 eV. Its frontier orbital gap is 7.85 eV. The total charge is +1. As for the relative energy (zero: lowest compared OMol25 entry of this formula, charge and spin): 91.4 kcal per mole.


3.
This record from the OMol25 dataset describes a cluster of 11 separate species, C22H48Cl12O5S2 in total in a non-equilibrium geometry. The level of theory is the ωB97M-V functional and the def2-TZVPD basis.

Atoms and positions in Å:
C  -3.58  -1.55  -1.02
S  -5.07  -1.68  -2.05
O  -5.41  -3.13  -2.13
C  -6.28  -1.00  -0.73
H  -3.74  -2.34  -0.25
H  -3.38  -0.53  -0.64
H  -2.82  -1.89  -1.68
H  -6.11  -1.60  0.16
H  -7.30  -1.24  -1.07
H  -6.01  0.00  -0.51
C  -4.52  0.67  2.95
S  -2.99  0.38  2.01
O  -3.26  1.07  0.72
C  -1.92  1.56  2.96
H  -5.33  0.22  2.39
H  -4.80  1.70  2.86
H  -4.56  0.36  3.98
H  -2.04  2.53  2.50
H  -0.85  1.31  2.92
H  -2.12  1.52  4.02
C  0.17  -5.51  -1.92
Cl  1.07  -4.27  -2.73
Cl  -1.44  -4.95  -1.38
H  0.01  -6.40  -2.51
H  0.71  -5.72  -0.98
C  -1.23  -1.20  -6.00
Cl  0.12  0.00  -5.82
Cl  -2.34  -1.05  -4.56
H  -1.88  -0.98  -6.84
H  -0.82  -2.19  -5.97
C  6.30  1.20  -0.01
Cl  5.33  0.65  -1.41
Cl  6.31  3.01  0.09
H  5.71  0.89  0.86
H  7.31  0.78  -0.01
C  -2.69  3.61  -0.79
Cl  -2.05  3.35  -2.44
Cl  -1.58  4.55  0.23
H  -3.69  3.98  -0.83
H  -2.75  2.66  -0.27
C  -1.36  -2.75  2.47
Cl  -1.69  -2.12  4.10
Cl  -1.97  -4.34  2.23
H  -1.77  -2.08  1.72
H  -0.23  -2.70  2.35
C  1.86  3.16  1.70
Cl  2.15  2.20  3.20
Cl  1.44  4.79  2.32
H  2.81  3.31  1.18
H  1.06  2.74  1.03
C  2.90  -2.59  4.84
C  1.99  -3.79  4.77
C  1.85  -4.02  3.29
O  1.83  -2.68  2.78
C  2.92  -2.02  3.42
H  3.94  -2.82  5.09
H  2.62  -1.82  5.55
H  0.98  -3.59  5.19
H  2.41  -4.64  5.34
H  0.93  -4.55  3.03
H  2.69  -4.56  2.83
H  2.81  -0.97  3.39
H  3.88  -2.35  2.92
C  1.50  0.14  -0.61
C  0.82  -0.56  -1.75
C  -0.11  -1.51  -1.04
O  -0.62  -0.82  0.04
C  0.35  0.22  0.39
H  1.86  1.12  -0.81
H  2.26  -0.50  -0.16
H  1.57  -1.09  -2.40
H  0.20  0.07  -2.40
H  0.48  -2.33  -0.57
H  -0.82  -1.89  -1.74
H  0.66  0.02  1.46
H  -0.21  1.16  0.40
C  1.80  3.98  -2.04
C  2.95  3.51  -2.95
C  2.45  4.12  -4.29
O  2.02  5.43  -3.95
C  1.36  5.30  -2.72
H  2.20  4.08  -1.04
H  1.02  3.24  -2.04
H  3.26  2.46  -3.00
H  3.81  4.05  -2.80
H  1.57  3.58  -4.67
H  3.17  4.14  -5.14
H  0.30  5.38  -2.94
H  1.64  6.13  -2.09

The calculation puts the LUMO energy at 0.2 eV. Its frontier orbital gap is 8.77 eV. The total charge is 0. As for the relative energy (zero: lowest compared OMol25 entry of this formula, charge and spin): 18.7 kcal per mole.


4.
This record from the OMol25 dataset describes a structure of composition C38H35BInN9O16 in a non-equilibrium geometry. The level of theory is the ωB97M-V functional and the def2-TZVPD basis.

Atoms and positions in Å:
In  30.01  -12.30  3.62
O  25.75  -4.70  -0.77
C  25.81  -5.12  -1.89
O  25.31  -4.55  -3.00
B  25.77  -5.43  -4.15
O  26.31  -6.65  -3.61
C  26.44  -6.46  -2.30
O  26.89  -7.22  -1.44
O  26.66  -4.80  -5.14
C  26.08  -4.65  -6.24
O  26.56  -3.96  -7.21
C  24.66  -5.30  -6.13
O  24.53  -5.80  -4.92
O  23.72  -5.30  -6.96
C  21.00  -0.67  -12.77
C  21.76  0.55  -13.11
N  22.29  1.48  -13.40
H  20.84  -0.79  -11.70
H  21.67  -1.53  -12.81
H  20.11  -0.91  -13.35
C  20.85  -10.57  -12.39
C  19.82  -11.36  -13.06
N  19.08  -12.04  -13.59
H  20.48  -10.04  -11.51
H  21.31  -9.85  -13.07
H  21.61  -11.24  -11.97
C  22.93  1.71  2.95
C  21.81  2.04  2.08
N  20.85  2.19  1.40
H  23.68  1.06  2.51
H  22.49  1.16  3.77
H  23.37  2.67  3.21
C  24.64  -12.44  -6.49
C  24.19  -13.54  -7.36
N  23.69  -14.47  -7.93
H  23.78  -12.06  -5.93
H  25.22  -11.65  -6.97
H  25.32  -12.82  -5.73
C  30.53  -4.40  -14.05
C  30.42  -5.41  -13.05
N  30.38  -6.21  -12.22
H  30.68  -4.88  -15.02
H  31.45  -3.93  -13.72
H  29.72  -3.67  -14.09
C  35.38  -4.14  -7.94
C  35.55  -3.36  -9.10
C  36.72  -3.59  -9.92
C  37.78  -4.37  -9.43
C  37.55  -5.13  -8.27
C  36.36  -5.03  -7.55
N  39.10  -4.52  -10.08
O  40.04  -5.05  -9.50
O  39.12  -4.30  -11.32
H  34.45  -4.10  -7.40
H  34.83  -2.72  -9.59
H  36.85  -3.21  -10.93
H  38.24  -5.81  -7.78
H  36.31  -5.80  -6.79
C  15.93  -6.55  -1.01
C  14.92  -7.54  -1.02
C  15.30  -8.76  -1.63
C  16.58  -9.06  -2.03
C  17.55  -8.00  -2.01
C  17.19  -6.76  -1.54
N  16.95  -10.46  -2.43
O  18.11  -10.52  -2.76
O  16.17  -11.36  -2.37
H  15.60  -5.59  -0.64
H  13.97  -7.36  -0.56
H  14.57  -9.55  -1.51
H  18.57  -8.01  -2.35
H  17.88  -5.94  -1.48
C  20.36  -3.65  7.74
C  19.42  -3.45  8.68
C  18.11  -4.06  8.52
C  17.95  -4.90  7.35
C  18.97  -5.12  6.41
C  20.18  -4.53  6.62
N  16.61  -5.46  7.08
O  15.72  -5.41  7.93
O  16.53  -6.23  6.14
H  21.38  -3.29  7.76
H  19.70  -2.78  9.48
H  17.26  -3.76  9.12
H  18.90  -5.79  5.56
H  21.07  -4.63  6.01
C  27.97  2.59  -5.48
C  29.07  1.83  -5.19
C  29.53  1.59  -3.94
C  28.83  2.21  -2.85
C  27.62  2.98  -3.11
C  27.22  3.24  -4.48
N  29.29  1.99  -1.42
O  28.70  2.56  -0.51
O  30.14  1.15  -1.26
H  27.66  2.74  -6.50
H  29.54  1.24  -5.96
H  30.45  1.06  -3.75
H  26.99  3.32  -2.30
H  26.31  3.78  -4.68

The calculation puts the LUMO energy at -11.7 eV. Its frontier orbital gap is 0.91 eV. The total charge is +2.